ORCA calculation (ωB97M-V with the def2-TZVPD basis set) on H12HfN2O12 as an isolated structure.

```
27
Properties=species:S:1:pos:R:3:forces:R:3
Hf -0.038 -0.101 -0.176 -1.1 1.8 5.3
N -0.494 2.932 1.252 5.8 2.9 -3.4
O -1.190 3.705 0.647 -1.9 -0.2 1.0
O 0.673 3.289 1.631 -2.3 -1.0 1.1
O -0.580 1.676 0.985 -1.5 -3.9 -0.2
N -0.984 -1.687 2.645 1.6 -9.5 0.2
O 0.034 -2.107 3.261 -1.0 2.8 0.5
O -1.952 -2.518 2.571 0.3 3.8 0.3
O -0.720 -0.976 1.636 -0.5 4.1 -2.9
O -1.192 1.222 -1.599 -2.0 -0.7 2.2
H -0.985 1.586 -2.419 0.4 1.2 -2.5
H -2.097 1.572 -1.355 1.2 -0.2 0.0
O 1.604 0.102 1.131 3.1 0.6 2.1
H 1.521 0.190 2.116 -0.9 -0.5 -0.6
H 2.494 0.539 1.055 -0.9 -0.5 -0.5
O 1.394 1.511 -0.919 -1.4 0.6 -1.5
H 2.249 1.811 -0.689 2.0 0.0 0.8
H 1.049 2.358 -1.252 -0.6 -0.1 0.1
O 0.609 -0.686 -2.157 0.1 -0.1 -2.3
H 0.732 -1.518 -2.648 0.2 -0.3 0.5
H 0.570 -0.050 -2.903 0.3 0.0 0.5
O 0.841 -2.218 -0.012 0.2 0.2 -1.0
H 1.431 -2.558 0.658 0.4 0.0 0.8
H 0.558 -2.982 -0.520 -0.2 -0.3 0.0
O -1.568 -1.445 -0.794 -1.7 -1.3 -1.4
H -1.684 -1.638 -1.739 0.0 0.3 -0.1
H -2.273 -2.009 -0.405 0.4 0.5 0.9
```
Forces are in eV/Å.

## Properties
E_tot in a.u.: -1066.808390
Energy above the lowest of the compared OMol25 structures with the same formula, charge and spin in kcal per mole: 12.8
Total charge: +2
LUMO level in eV: -8.3